# 1
The following is a DFT calculation (the ωB97M-V functional and the def2-TZVPD basis) of a 13-piece molecular cluster, C40H72N2O37 overall at a distorted geometry.

```
! RIJCOSX wB97M-V def2-TZVPD def2/J DEFGRID3
* xyz 0 1
C 11.357 9.153 11.064
C 12.411 10.182 10.771
C 12.372 10.897 9.490
O 13.186 12.113 9.776
C 13.057 12.360 11.111
O 13.428 13.313 11.722
O 12.477 11.270 11.717
H 11.709 8.596 11.934
H 11.147 8.429 10.266
H 10.368 9.646 11.316
H 13.465 9.783 10.684
H 11.386 11.242 9.279
H 12.835 10.441 8.641
C 16.883 13.607 17.899
C 15.868 13.440 19.059
C 15.849 14.649 20.035
O 14.471 15.113 20.071
C 13.736 14.411 19.167
O 12.591 14.511 18.995
O 14.501 13.451 18.583
H 17.832 13.543 18.392
H 16.681 14.492 17.387
H 16.833 12.848 17.191
H 15.983 12.500 19.597
H 16.488 15.500 19.703
H 16.010 14.250 21.037
C 20.851 13.468 15.133
C 20.284 14.858 14.958
C 20.111 15.283 13.506
O 18.705 15.373 13.239
C 18.059 15.106 14.408
O 16.860 15.071 14.528
O 18.882 14.744 15.391
H 21.802 13.255 14.639
H 20.114 12.718 14.703
H 21.048 13.291 16.164
H 20.832 15.532 15.646
H 20.550 14.536 12.797
H 20.514 16.279 13.304
C 13.581 21.759 13.923
C 13.099 21.362 15.275
C 12.948 22.310 16.387
O 11.541 22.710 16.368
C 10.897 21.895 15.529
O 9.724 21.962 15.292
O 11.709 20.963 15.043
H 13.228 22.710 13.639
H 13.287 20.984 13.172
H 14.688 21.725 13.968
H 13.724 20.556 15.616
H 13.544 23.153 16.236
H 13.148 21.815 17.361
C 13.419 16.432 13.417
C 13.136 16.905 14.793
C 13.763 16.083 15.889
O 14.694 16.991 16.569
C 14.725 18.172 15.926
O 15.443 19.070 16.140
O 13.862 18.178 14.891
H 14.435 16.244 13.113
H 12.906 17.061 12.672
H 12.997 15.393 13.288
H 12.095 17.150 14.866
H 14.451 15.222 15.539
H 13.016 15.577 16.498
C 21.212 20.004 15.144
O 20.647 18.736 14.736
C 19.238 18.712 14.595
O 18.615 17.754 14.864
O 18.820 19.810 14.039
C 17.405 19.921 13.819
H 20.449 20.748 15.336
H 21.888 20.364 14.371
H 21.756 19.849 16.064
H 16.953 18.886 13.576
H 17.187 20.670 13.068
H 16.971 20.136 14.793
C 8.407 14.431 17.891
O 8.694 13.548 16.822
C 9.404 14.153 15.861
O 9.752 15.336 15.999
O 9.660 13.303 14.873
C 10.091 13.926 13.612
H 8.011 15.355 17.438
H 9.295 14.769 18.451
H 7.693 13.923 18.590
H 9.853 14.989 13.743
H 9.427 13.561 12.868
H 11.092 13.666 13.424
C 19.618 16.553 22.930
O 18.964 16.375 21.675
C 19.550 16.861 20.549
O 20.508 17.552 20.521
O 18.791 16.540 19.500
C 19.093 17.275 18.279
H 20.716 16.573 22.763
H 19.334 15.644 23.441
H 19.213 17.486 23.412
H 19.184 18.387 18.526
H 18.277 17.147 17.573
H 19.989 16.782 17.871
C 18.746 9.899 15.642
O 17.909 10.685 14.730
C 16.724 11.017 15.271
O 16.441 10.747 16.405
O 16.009 11.547 14.306
C 14.747 12.104 14.731
H 19.093 10.525 16.473
H 19.660 9.635 15.091
H 18.156 9.054 16.019
H 14.073 12.020 13.823
H 14.875 13.162 14.937
H 14.321 11.570 15.604
C 14.045 19.512 10.613
O 13.748 18.129 10.320
C 14.871 17.416 9.968
O 16.009 17.766 10.091
O 14.374 16.205 9.654
C 15.344 15.254 9.485
H 13.663 19.630 11.620
H 13.528 20.067 9.862
H 15.088 19.744 10.655
H 15.636 15.197 8.445
H 14.816 14.317 9.797
H 16.187 15.498 10.153
C 10.286 15.602 10.286
O 9.839 14.518 9.371
C 8.788 13.848 9.689
O 8.113 14.058 10.652
O 8.687 12.879 8.809
C 7.890 11.740 9.166
H 9.387 16.169 10.646
H 11.066 16.215 9.824
H 10.775 15.163 11.180
H 7.265 11.934 10.026
H 8.600 10.958 9.468
H 7.302 11.594 8.311
C 10.453 17.618 18.561
N 11.248 18.947 18.422
O 10.982 19.747 19.261
O 12.133 19.092 17.601
H 9.663 17.801 19.300
H 11.247 16.934 18.920
H 10.199 17.197 17.521
C 9.217 18.900 14.092
N 9.822 18.172 12.956
O 9.494 17.006 12.930
O 10.570 18.708 12.177
H 9.536 18.400 15.015
H 8.202 18.753 14.082
H 9.532 19.939 14.064
*
```

Values from the calculation:
Energy ... -4460.5963 Eh
E_HOMO ... -10.481 eV
Kohn-Sham gap ... 10.9 eV
LUMO level ... 0.5 eV

***

# 2
The following is a DFT calculation (the ωB97M-V functional and the def2-TZVPD basis) of a 11-piece molecular cluster, C6H35N2O10 overall at a distorted geometry.

```
! RIJCOSX wB97M-V def2-TZVPD def2/J DEFGRID3
* xyz 2 2
C -1.342 1.495 1.866
C -2.438 1.306 0.627
C -2.408 0.027 -0.206
N -0.060 -2.071 -0.578
C -0.087 -0.721 -1.156
C -1.166 0.135 -1.123
C 1.018 -0.720 -2.136
N 0.001 1.909 1.405
H -1.410 0.568 2.352
H -1.766 2.409 2.375
H -3.392 1.161 1.216
H -2.399 2.197 0.056
H -3.346 -0.090 -0.821
H -2.501 -0.740 0.518
H 0.751 -2.332 -0.102
H -0.575 -2.022 0.376
H -1.256 0.982 -1.757
H 1.347 -1.684 -2.461
H 0.749 0.040 -3.073
H 1.974 -0.275 -1.853
H -0.041 2.920 0.957
H 0.478 1.288 0.764
H 0.706 1.974 2.073
H 2.769 -1.060 -0.307
H 4.256 -1.079 0.064
O 3.436 -0.788 0.379
H -0.285 1.781 -3.738
H 0.222 3.167 -4.130
O 0.097 2.547 -3.290
H 2.017 2.576 -0.541
H 3.378 1.456 -0.462
O 2.689 2.017 -0.062
H 2.383 0.911 3.146
H 1.417 1.270 4.301
O 1.611 1.439 3.405
H 4.084 -0.374 2.743
H 3.473 0.674 1.780
O 4.051 0.502 2.674
H -3.246 -2.716 -1.814
H -4.305 -1.707 -2.383
O -3.987 -2.247 -1.556
H -2.136 -1.688 2.077
H -1.612 -2.898 2.824
O -1.434 -2.221 2.298
H 0.230 -4.349 1.486
H 1.408 -3.466 1.735
O 0.589 -3.666 2.055
H -1.123 -3.289 -3.443
H -1.054 -2.104 -2.349
O -1.706 -2.636 -3.097
H -0.064 2.836 -1.579
H 0.090 4.162 -0.832
O -0.085 3.194 -0.701
*
```

Values from the calculation:
Expectation value of S² ... 0.758
Energy above the lowest of the compared OMol25 structures with the same formula, charge and spin ... 286.97 kJ/mol
Energy ... -1110.7112 Eh
E_HOMO (spin up / spin down) ... -16.455 / -16.439 eV
Kohn-Sham gap (spin up / spin down) ... 9.3 / 5.4 eV
LUMO level (spin up / spin down) ... -7.1 / -11.0 eV